Entry 1:
Molecular formula: C18H24F7MnO14S2
Method: DFT, ωB97M-V/def2-TZVPD

Energy above the lowest of the compared OMol25 structures with the same formula, charge and spin ... 105.5 kJ/mol
HOMO level (spin up / spin down) ... -5.7056 / -5.7178 eV
Energy ... -119728.5440 eV

Geometry as ORCA input:
```
! RIJCOSX wB97M-V def2-TZVPD def2/J DEFGRID3
* xyz -1 6
Mn 0.403 0.946 0.730
F 2.682 2.546 1.908
C -1.822 2.525 6.817
F -1.920 3.402 7.813
F -0.824 1.688 7.116
F -2.968 1.861 6.701
S -1.428 3.581 5.216
O -0.052 4.100 5.392
O -1.474 2.615 4.087
O -2.423 4.644 5.172
C -1.849 -4.145 -1.911
F -2.225 -4.886 -2.992
F -2.425 -4.683 -0.866
F -0.477 -4.174 -1.870
S -2.422 -2.232 -2.253
O -3.868 -2.250 -2.007
O -1.791 -1.381 -1.237
O -2.008 -1.949 -3.649
O -0.761 -2.264 3.521
C -1.472 -3.019 4.195
O -2.674 -2.613 4.710
C -3.361 -3.658 5.371
C -2.675 -4.905 4.823
C -1.298 -4.530 4.472
H -4.434 -3.692 5.182
H -3.132 -3.559 6.432
H -3.173 -5.251 3.917
H -2.693 -5.685 5.585
H -1.014 -5.148 3.620
H -0.642 -4.736 5.318
O 3.777 -2.363 0.273
C 4.568 -3.303 0.401
O 4.916 -3.738 1.583
C 5.954 -4.732 1.575
C 6.475 -4.576 0.191
C 5.309 -4.120 -0.636
H 5.576 -5.741 1.740
H 6.687 -4.527 2.356
H 6.927 -5.498 -0.173
H 7.293 -3.856 0.184
H 4.719 -4.981 -0.951
H 5.566 -3.538 -1.521
O -1.875 4.521 -0.952
C -2.632 5.405 -1.347
O -2.907 5.517 -2.625
C -3.781 6.592 -2.869
C -3.544 7.559 -1.672
C -3.296 6.549 -0.602
H -4.805 6.221 -2.906
H -3.535 6.870 -3.894
H -4.346 8.271 -1.476
H -2.628 8.140 -1.773
H -4.249 6.286 -0.144
H -2.635 7.005 0.135
O 1.995 1.386 -3.785
C 2.219 1.441 -4.993
O 3.190 0.732 -5.604
C 3.235 1.015 -6.970
C 1.847 1.565 -7.245
C 1.470 2.288 -5.974
H 3.402 0.065 -7.478
H 4.042 1.721 -7.165
H 1.063 0.812 -7.321
H 1.886 2.268 -8.076
H 0.418 2.319 -5.689
H 1.919 3.279 -5.913
*
```

Atomic partial charges in e from the Löwdin method, atoms 1 to 6: 1.546, -0.611, -0.664, 0.107, 0.114, 0.120


Entry 2:
Molecular formula: C18H24N2O2ReSi
Method: DFT, ωB97M-V/def2-TZVPD

Energy above the lowest of the compared OMol25 structures with the same formula, charge and spin ... 154.3 kJ/mol
HOMO level (spin up / spin down) ... -15.0023 / -14.8945 eV
Energy ... -36122.1297 eV

Geometry as ORCA input:
```
! RIJCOSX wB97M-V def2-TZVPD def2/J DEFGRID3
* xyz 2 2
Re -0.845 0.928 0.009
N -2.069 2.367 3.689
C -1.476 2.233 2.519
O -1.857 1.337 1.724
C -0.352 3.131 2.082
C 0.430 2.442 0.937
H -2.868 1.783 3.902
H -1.814 3.076 4.359
H 0.305 3.399 2.912
H -0.806 4.065 1.732
H 1.282 1.893 1.363
H 0.840 3.197 0.262
C -1.604 2.406 -2.447
Si -0.164 1.310 -3.098
C 1.492 2.222 -3.278
C -0.808 0.263 -4.546
N 0.080 0.286 -1.545
C 0.825 -0.843 -1.535
C 1.729 -1.254 -2.537
C 2.617 -2.280 -2.301
C 2.640 -2.945 -1.074
C 1.698 -2.651 -0.104
C 0.766 -1.659 -0.352
O -0.272 -1.349 0.476
C -0.396 -1.959 1.738
C 0.038 -1.267 2.863
C -0.151 -1.829 4.115
C -0.770 -3.065 4.237
C -1.205 -3.740 3.105
C -1.029 -3.190 1.846
H -2.120 2.861 -3.289
H -1.279 3.235 -1.819
H -2.382 1.829 -1.928
H 1.391 3.049 -3.974
H 2.273 1.578 -3.671
H 1.844 2.625 -2.332
H -0.999 0.924 -5.390
H -1.749 -0.233 -4.311
H -0.108 -0.494 -4.890
H 1.754 -0.716 -3.468
H 3.331 -2.568 -3.057
H 3.384 -3.705 -0.879
H 1.681 -3.183 0.836
H 0.509 -0.299 2.751
H 0.192 -1.304 4.992
H -0.906 -3.506 5.211
H -1.688 -4.699 3.202
H -1.385 -3.702 0.964
*
```

Atomic partial charges in e from the Löwdin method, atoms 1 to 6: 1.541, 0.259, -0.475, -0.148, -0.144, -0.210


Entry 3:
Molecular formula: C18H24N2O3S
Method: DFT, ωB97M-V/def2-TZVPD

Energy above the lowest of the compared OMol25 structures with the same formula, charge and spin ... 77.4 kJ/mol
HOMO level ... -8.2784 eV
Energy ... -39014.2999 eV
SMILES ... CCCCOc1ccc(Cc2c(COCC)[nH]c(=S)[nH]c2=O)cc1

Geometry as ORCA input:
```
! RIJCOSX wB97M-V def2-TZVPD def2/J DEFGRID3
* xyz 0 1
C 3.841 -3.388 -5.755
C 2.796 -4.125 -4.927
C 1.386 -3.555 -5.092
C 1.211 -2.197 -4.417
O 1.359 -2.383 -3.023
C 1.321 -1.302 -2.205
C 1.546 -1.555 -0.849
C 1.526 -0.529 0.068
C 1.279 0.782 -0.332
C 1.058 1.028 -1.678
C 1.078 0.005 -2.613
H 0.902 0.241 -3.651
H 0.870 2.038 -2.014
C 1.249 1.890 0.689
C 0.300 1.590 1.815
C -1.036 1.432 1.646
N -1.853 1.143 2.698
C -1.408 0.991 3.974
S -2.427 0.646 5.212
N -0.066 1.145 4.141
C 0.869 1.438 3.150
O 2.041 1.546 3.436
H 0.292 1.035 5.084
H -2.844 1.040 2.508
C -1.714 1.554 0.311
O -3.101 1.374 0.463
C -3.852 1.596 -0.714
C -3.632 0.545 -1.799
H -3.767 -0.451 -1.383
H -2.633 0.616 -2.223
H -4.356 0.695 -2.594
H -4.891 1.574 -0.379
H -3.630 2.598 -1.111
H -1.285 0.802 -0.367
H -1.500 2.547 -0.118
H 0.975 2.831 0.205
H 2.242 2.007 1.131
H 1.711 -0.737 1.111
H 1.738 -2.571 -0.544
H 0.211 -1.799 -4.640
H 1.960 -1.485 -4.786
H 1.148 -3.448 -6.152
H 0.668 -4.244 -4.646
H 3.066 -4.085 -3.871
H 2.781 -5.174 -5.230
H 3.946 -2.355 -5.431
H 3.568 -3.393 -6.809
H 4.810 -3.870 -5.651
*
```

Atomic partial charges in e from the Löwdin method, atoms 1 to 6: -0.109, -0.259, -0.181, -0.214, -0.045, -0.267


Entry 4:
Molecular formula: C18H24N2OS3V
Method: DFT, ωB97M-V/def2-TZVPD

HOMO level (spin up / spin down) ... -10.4101 / -10.6774 eV
Energy ... -82272.2040 eV

Geometry as ORCA input:
```
! RIJCOSX wB97M-V def2-TZVPD def2/J DEFGRID3
* xyz 1 3
V -0.764 -0.073 0.604
C 1.373 1.443 -0.792
N 0.201 1.716 0.107
C 0.691 2.360 1.369
C 0.854 1.387 2.567
N 0.609 -0.044 2.220
C -0.283 -0.731 3.220
C 1.814 -0.873 2.054
C 2.868 -0.783 2.951
C 3.945 -1.644 2.820
C 3.944 -2.597 1.807
C 2.877 -2.689 0.929
C 1.789 -1.823 1.044
S 0.428 -1.887 -0.088
C -0.790 2.514 -0.631
C -0.761 3.899 -0.628
C -1.719 4.619 -1.327
C -2.707 3.943 -2.027
C -2.724 2.555 -2.042
C -1.766 1.817 -1.353
S -1.782 0.035 -1.392
H 1.828 2.397 -1.062
H 1.031 0.915 -1.676
H 2.089 0.821 -0.258
H -0.020 3.130 1.651
H 1.637 2.857 1.155
H 0.145 1.662 3.344
H 1.847 1.502 2.990
H 0.272 -1.009 4.116
H -0.655 -1.657 2.775
H -1.110 -0.082 3.490
H 2.855 -0.063 3.760
H 4.775 -1.577 3.510
H 4.779 -3.277 1.705
H 2.878 -3.427 0.137
H 0.023 4.432 -0.102
H -1.681 5.700 -1.332
H -3.457 4.495 -2.578
H -3.482 2.024 -2.605
C -4.749 1.197 1.984
S -3.186 1.857 2.488
C -3.314 3.448 1.729
O -2.170 1.109 1.639
H -5.542 1.764 2.473
H -4.786 0.159 2.308
H -4.814 1.270 0.898
H -4.154 3.971 2.188
H -3.459 3.309 0.656
H -2.391 3.990 1.927
*
```

Atomic partial charges in e from the Löwdin method, atoms 1 to 6: 0.463, -0.020, -0.247, -0.115, -0.107, -0.255


Entry 5:
Molecular formula: C18H24N2P2S2Sn
Method: DFT, ωB97M-V/def2-TZVPD

Energy above the lowest of the compared OMol25 structures with the same formula, charge and spin ... 46.8 kJ/mol
HOMO level ... -14.4336 eV
Energy ... -68102.5985 eV

Geometry as ORCA input:
```
! RIJCOSX wB97M-V def2-TZVPD def2/J DEFGRID3
* xyz 2 1
Sn 0.502 -0.623 0.655
C -1.943 1.023 3.321
P -2.052 0.434 1.605
C -3.112 1.688 0.825
C -3.024 -1.092 1.688
C -3.947 -1.263 2.720
C -4.728 -2.405 2.791
C -4.594 -3.396 1.832
C -3.684 -3.240 0.799
C -2.895 -2.092 0.710
P -1.772 -1.879 -0.689
C -1.455 -3.554 -1.313
C -2.760 -1.143 -2.025
H -2.933 1.124 3.764
H -1.484 2.006 3.338
H -1.351 0.344 3.935
H -2.615 2.659 0.848
H -4.055 1.759 1.369
H -3.325 1.436 -0.212
H -4.068 -0.505 3.482
H -5.441 -2.518 3.598
H -5.199 -4.291 1.885
H -3.599 -4.027 0.062
H -2.389 -4.059 -1.559
H -0.908 -4.152 -0.583
H -0.872 -3.497 -2.225
H -2.168 -1.097 -2.940
H -3.075 -0.133 -1.772
H -3.646 -1.753 -2.206
C 1.222 -2.119 -2.856
C 2.239 -1.190 -2.290
N 2.085 -0.460 -1.200
C 3.204 0.319 -0.960
C 4.215 0.139 -1.838
S 3.754 -0.994 -3.017
C 3.123 1.305 0.110
C 4.022 2.270 0.409
S 3.386 3.290 1.611
C 1.955 2.390 1.665
N 1.955 1.356 0.845
C 0.840 2.741 2.586
H 0.232 -1.766 -2.586
H 1.363 -3.131 -2.475
H 1.283 -2.159 -3.943
H 5.177 0.627 -1.865
H 4.992 2.447 -0.032
H 0.863 3.795 2.855
H 0.893 2.157 3.506
H -0.102 2.541 2.086
*
```

Atomic partial charges in e from the Löwdin method, atoms 1 to 6: 1.136, -0.251, 0.761, -0.223, -0.393, -0.065


- The highest energy belongs to which entry?
  C18H24N2O2ReSi